Entry from the OMol25 dataset: a molecular structure, C30H44F3O6S2SiTc (wB97M-V/def2-TZVPD).

The LUMO energy is -0.038 eV. Its gap between HOMO and LUMO is 0.294 hartree. As for the HOMO energy: -8.0 eV. Its spin multiplicity is 1.

Last column: Löwdin charge in e.
Positions of all 87 atoms, in Å:
1 Tc -0.22294 -1.99203 0.54134  1.017
2 C 3.69252 -1.27799 1.27824  -0.029
3 C 2.46998 -2.17397 1.52989  -0.566
4 C 2.96886 -3.60338 1.78105  -0.065
5 C 1.57035 -2.23223 0.31210  -0.212
6 C 1.64007 -1.64219 2.69673  -0.212
7 C 1.39209 -2.36624 3.86279  -0.030
8 C 0.64744 -1.81520 4.89753  -0.071
9 C 0.14169 -0.52751 4.79041  -0.076
10 C 0.37232 0.19891 3.63172  -0.063
11 C 1.10111 -0.35801 2.59258  -0.089
12 H 4.31031 -1.70062 0.48311  0.090
13 H 4.30087 -1.19427 2.18203  0.097
14 H 3.39684 -0.27371 0.97903  0.048
15 H 3.52503 -3.95163 0.90833  0.085
16 H 2.14378 -4.29721 1.95298  0.084
17 H 3.64491 -3.63950 2.63902  0.090
18 H 2.08282 -2.52182 -0.61311  0.070
19 H 1.77987 -3.36978 3.97944  0.104
20 H 0.46624 -2.39751 5.79195  0.105
21 H -0.43024 -0.09434 5.60113  0.104
22 H -0.00965 1.20763 3.52824  0.102
23 H 1.25865 0.22585 1.69627  0.075
24 C 2.84968 2.14572 -0.82771  -0.012
25 C 2.04921 2.95452 0.18508  -0.624
26 C 1.78116 4.36558 -0.32354  -0.017
27 C 2.76913 3.01159 1.52590  -0.024
28 O 0.79212 2.29506 0.45566  -0.158
29 Si -0.49121 1.95111 -0.49405  -0.095
30 S -1.07599 -0.08715 -0.37549  0.451
31 O -0.10458 2.31356 -2.03286  -0.159
32 C -0.89160 2.62614 -3.19750  -0.634
33 C -2.11066 1.71786 -3.27997  -0.045
34 C -1.30687 4.08997 -3.12396  -0.021
35 C 0.03294 2.38802 -4.38241  -0.029
36 O -1.78672 2.85628 -0.11866  -0.148
37 C -2.55821 3.17871 1.04753  -0.636
38 C -1.71187 4.06753 1.95001  -0.024
39 C -2.99131 1.91075 1.76701  -0.044
40 C -3.77189 3.93904 0.53232  -0.028
41 H 3.81432 2.62358 -1.01308  0.095
42 H 2.31214 2.07131 -1.77075  0.077
43 H 3.03008 1.13789 -0.45138  0.068
44 H 2.71660 4.92452 -0.38852  0.091
45 H 1.11447 4.88957 0.36416  0.087
46 H 1.31880 4.34332 -1.31056  0.073
47 H 3.73272 3.51296 1.41618  0.090
48 H 2.94529 2.00970 1.91819  0.071
49 H 2.17146 3.56444 2.25282  0.089
50 H -2.77805 1.87930 -2.43162  0.077
51 H -1.80917 0.67024 -3.28274  0.071
52 H -2.66597 1.92679 -4.19663  0.091
53 H -1.91570 4.26947 -2.23859  0.074
54 H -1.88513 4.36182 -4.00941  0.090
55 H -0.42544 4.73247 -3.07776  0.084
56 H 0.32404 1.33776 -4.42899  0.089
57 H 0.93492 2.99382 -4.28186  0.086
58 H -0.46312 2.65541 -5.31717  0.088
59 H -0.80749 3.54521 2.26609  0.072
60 H -2.27661 4.35934 2.83767  0.089
61 H -1.41288 4.97026 1.41440  0.088
62 H -2.13266 1.31713 2.08159  0.053
63 H -3.60418 1.28701 1.11534  0.087
64 H -3.57313 2.16937 2.65455  0.092
65 H -3.45485 4.82746 -0.01582  0.085
66 H -4.40980 4.25037 1.36155  0.089
67 H -4.35556 3.30598 -0.13714  0.089
68 F -3.60420 -5.87970 0.09436  0.166
69 C -3.54600 -5.09832 1.15979  -0.661
70 F -4.76847 -4.87612 1.61240  0.162
71 F -2.82709 -5.69050 2.10135  0.160
72 S -2.77592 -3.45199 0.72340  0.656
73 O -2.13419 -3.76458 -0.63031  -0.251
74 O -3.82174 -2.49955 0.64312  -0.215
75 O -1.70582 -3.24131 1.70329  -0.357
76 C -0.64124 -3.17710 -0.72656  -0.303
77 C -0.09089 -3.93289 -1.86525  -0.235
78 C 1.03440 -4.73448 -1.70171  -0.044
79 C 1.55503 -5.42883 -2.78481  -0.074
80 C 0.95884 -5.32261 -4.03156  -0.085
81 C -0.16817 -4.52699 -4.19800  -0.073
82 C -0.69576 -3.83854 -3.11913  -0.025
83 H 1.48631 -4.81933 -0.72247  0.100
84 H 2.42560 -6.05793 -2.65040  0.104
85 H 1.36774 -5.86332 -4.87542  0.102
86 H -0.63634 -4.44334 -5.17022  0.105
87 H -1.57341 -3.21662 -3.24257  0.122

***

Entry from the OMol25 dataset: a molecular structure, C36H75B3ClO17PS2 at a distorted geometry (wB97M-V/def2-TZVPD).

The LUMO energy is 0.161 eV. Its gap between HOMO and LUMO is 0.303 hartree. As for the HOMO energy: -8.1 eV. Its spin multiplicity is 1.

Last column: Löwdin charge in e.
Positions of all 135 atoms, in Å:
1 O 2.28935 -1.35838 2.10267  -0.215
2 P 0.92135 -0.70075 2.77582  0.379
3 O 0.71323 0.80034 2.14586  -0.215
4 S 1.08670 -0.57947 4.71381  0.407
5 B -0.67352 -1.75879 2.45494  -0.566
6 O -1.58289 -1.45034 1.42320  0.211
7 B -2.85938 -1.46249 2.00877  -0.858
8 S -4.07884 -0.07666 1.80735  0.844
9 O -3.23779 -2.55741 2.83149  0.174
10 B -2.22872 -2.60463 3.80823  -0.970
11 Cl -2.56578 -2.30377 5.54106  0.758
12 O -0.92078 -2.82980 3.32991  0.190
13 H 2.04101 -2.06246 1.49332  0.055
14 H 1.54779 1.28076 2.20079  0.028
15 H -4.45796 0.08978 3.10725  -0.106
16 C 5.54214 -1.95980 1.34734  -0.022
17 C 4.77377 -2.29407 0.09513  -0.505
18 O 3.91698 -3.15024 0.09258  0.054
19 C 5.11245 -1.51623 -1.15004  -0.024
20 H 5.19592 -2.59119 2.16351  0.067
21 H 6.60745 -2.13626 1.18928  0.087
22 H 5.37938 -0.91464 1.61521  0.090
23 H 6.15805 -1.67323 -1.41854  0.088
24 H 4.93413 -0.45304 -0.98595  0.073
25 H 4.48254 -1.85715 -1.96974  0.082
26 C 0.93757 3.84720 -0.96397  -0.013
27 C 2.19758 3.41181 -0.26810  -0.474
28 O 2.17350 2.72389 0.72854  0.055
29 C 3.51831 3.84050 -0.84823  -0.010
30 H 0.07572 3.45228 -0.43693  0.067
31 H 0.87723 4.93735 -0.97570  0.091
32 H 0.92600 3.46825 -1.98690  0.095
33 H 3.59975 4.92880 -0.86263  0.088
34 H 3.61447 3.44323 -1.85857  0.061
35 H 4.32370 3.43489 -0.23800  0.084
36 C -3.48927 4.99733 0.39375  -0.011
37 C -2.62288 4.94826 -0.83384  -0.493
38 O -2.04860 3.93326 -1.16072  0.045
39 C -2.49714 6.21746 -1.63554  -0.018
40 H -3.49161 4.02021 0.87446  0.082
41 H -3.09104 5.73562 1.09162  0.059
42 H -4.51283 5.25817 0.11953  0.090
43 H -2.06993 7.00685 -1.01411  0.077
44 H -3.47829 6.52841 -1.99720  0.086
45 H -1.84475 6.04374 -2.49007  0.079
46 C -6.37752 -0.34210 -1.24432  -0.042
47 C -7.79278 -0.20655 -0.75230  -0.503
48 O -8.15262 0.75230 -0.10614  0.058
49 C -8.74652 -1.32017 -1.10102  -0.023
50 H -5.79971 0.52336 -0.92367  0.068
51 H -5.92451 -1.24294 -0.82876  0.077
52 H -6.36519 -0.39288 -2.33249  0.067
53 H -8.38923 -2.26141 -0.68092  0.085
54 H -8.82906 -1.41340 -2.18480  0.085
55 H -9.72887 -1.09803 -0.68773  0.078
56 C 4.22228 3.16947 6.17856  -0.023
57 C 3.40412 2.94251 4.93203  -0.496
58 O 2.63234 2.01349 4.85306  0.008
59 C 3.59318 3.92140 3.80201  -0.016
60 H 3.98990 2.39742 6.90954  0.082
61 H 5.28630 3.12260 5.94024  0.083
62 H 3.98664 4.14478 6.60774  0.083
63 H 4.63152 3.90589 3.46508  0.087
64 H 3.33220 4.92799 4.13554  0.083
65 H 2.95058 3.64764 2.96976  0.057
66 C -4.64877 -4.37188 -4.28558  -0.019
67 C -4.93725 -2.89669 -4.25463  -0.491
68 O -5.83962 -2.43748 -3.58947  0.051
69 C -4.05230 -2.00922 -5.09202  -0.018
70 H -5.35617 -4.89180 -3.64147  0.083
71 H -4.75242 -4.74700 -5.30358  0.048
72 H -3.63641 -4.56213 -3.92446  0.090
73 H -4.13000 -2.29361 -6.14300  0.082
74 H -3.01569 -2.10139 -4.76326  0.082
75 H -4.36688 -0.97301 -4.98064  0.081
76 C 0.29402 -1.51536 8.28905  -0.034
77 C 0.66727 -2.20436 9.57455  -0.507
78 O 1.06430 -1.58346 10.53524  0.058
79 C 0.52745 -3.70458 9.61193  -0.021
80 H 0.44322 -0.44255 8.39701  0.084
81 H 0.92595 -1.87809 7.47605  0.055
82 H -0.75347 -1.70346 8.05212  0.066
83 H 1.16584 -4.15725 8.85062  0.082
84 H -0.51126 -3.98658 9.43202  0.084
85 H 0.82881 -4.07195 10.59122  0.079
86 C -0.84902 9.42074 3.17721  -0.023
87 C -1.30181 8.04372 2.76681  -0.499
88 O -1.97115 7.87112 1.77320  0.058
89 C -0.88736 6.89058 3.64400  -0.015
90 H -1.21664 10.15181 2.46004  0.082
91 H -1.24426 9.66401 4.16455  0.087
92 H 0.24104 9.46349 3.19924  0.085
93 H -1.28403 7.02672 4.65118  0.089
94 H 0.20119 6.82648 3.68567  0.083
95 H -1.27901 5.96165 3.23380  0.079
96 C 4.94159 -3.05669 7.49563  -0.025
97 C 4.12641 -3.34057 6.25863  -0.506
98 O 3.37576 -4.28807 6.20655  0.063
99 C 4.28660 -2.39362 5.09835  -0.044
100 H 4.73024 -3.81165 8.25074  0.079
101 H 6.00571 -3.08500 7.25543  0.082
102 H 4.68278 -2.07462 7.89542  0.084
103 H 5.32370 -2.39539 4.75442  0.081
104 H 3.99648 -1.38619 5.40156  0.065
105 H 3.64366 -2.70938 4.28029  0.064
106 C 5.10690 2.52194 -4.17993  -0.029
107 C 6.32245 2.04841 -3.42877  -0.501
108 O 6.18263 1.40365 -2.41452  0.059
109 C 7.67999 2.40633 -3.97434  -0.019
110 H 4.22517 2.16708 -3.65022  0.071
111 H 5.08801 3.61261 -4.21788  0.088
112 H 5.09743 2.12108 -5.19452  0.087
113 H 7.79099 3.49099 -4.01612  0.087
114 H 7.80226 1.98769 -4.97445  0.087
115 H 8.45049 1.99750 -3.32400  0.083
116 C -4.76163 -5.39555 -9.45233  -0.019
117 C -4.48385 -6.14291 -8.17682  -0.489
118 O -4.14522 -5.56444 -7.16625  0.040
119 C -4.64016 -7.64050 -8.20533  -0.018
120 H -4.60826 -4.33128 -9.28811  0.081
121 H -4.07769 -5.73121 -10.23293  0.089
122 H -5.79349 -5.56023 -9.76788  0.087
123 H -3.95678 -8.07179 -8.93835  0.087
124 H -5.66700 -7.90262 -8.46424  0.087
125 H -4.40852 -8.04857 -7.22334  0.083
126 C -0.51426 -2.60825 -8.09160  -0.020
127 C -0.89743 -3.93332 -8.69808  -0.505
128 O -1.49920 -3.99637 -9.74536  0.060
129 C -0.50246 -5.17586 -7.94342  -0.022
130 H -0.86003 -1.80203 -8.73544  0.082
131 H -0.97763 -2.50069 -7.10947  0.078
132 H 0.57047 -2.54250 -7.99342  0.085
133 H -0.96685 -5.17487 -6.95595  0.084
134 H 0.58291 -5.22001 -7.83873  0.085
135 H -0.84006 -6.05402 -8.49033  0.080

***

Q: gap between HOMO and LUMO of number 2 (C36H75B3ClO17PS2)?
A: 0.303 hartree

***

Q: Look up the HOMO energy of the second one.
A: -8.1 eV

***

Q: The lowest gap between HOMO and LUMO belongs to which entry?
A: C30H44F3O6S2SiTc